1.
This record from the Open Molecules 2025 dataset describes a cluster of 2 separate species, C27H54B2F4N2O11 in total. The level of theory is ωB97M-V with the def2-TZVPD basis set.

Cartesian coordinates (Å):
C 0.621 -2.970 -0.914
O 2.422 0.737 1.142
H -1.473 -1.615 -3.037
H 5.813 -3.376 -5.652
H 0.361 -1.028 6.084
H 0.136 -0.787 -3.182
C -0.976 -0.593 -2.970
C -0.451 -2.763 0.273
H 2.200 0.947 0.206
O 2.034 2.184 3.078
H -3.247 3.679 3.313
H -3.462 -1.389 -2.026
C -1.700 -2.685 3.228
O -3.602 -1.057 0.767
H 2.991 2.318 2.881
F 4.096 1.093 -5.839
H 4.925 -2.524 -8.473
H -1.842 -4.920 2.775
H -2.411 0.903 -3.823
H 1.573 -4.738 0.035
C -2.510 1.729 2.283
H -2.025 -2.708 4.333
H -2.660 -0.940 3.389
H -3.432 -1.876 0.266
H 2.070 -3.141 0.761
H -0.649 1.228 -4.256
O 3.059 -3.669 -1.079
C -2.533 -0.110 0.623
H -1.647 5.653 2.856
C 6.004 -2.940 -6.638
H -0.229 -3.594 1.032
C -0.061 1.628 1.476
H -2.662 -3.846 1.490
H -0.098 1.294 0.373
C 1.898 -3.683 -0.232
H -0.236 2.748 1.415
O -2.497 7.695 0.423
H 0.185 -3.705 -1.679
B 1.491 1.508 1.920
C -2.458 -3.981 2.604
C -1.872 5.696 1.730
H 3.885 -2.847 -7.084
H -1.788 3.850 0.500
C -2.418 3.297 2.652
O -1.028 0.025 -1.658
C -0.174 -1.376 1.009
F -4.165 1.426 0.420
H 0.400 -0.741 0.271
H 6.841 -3.507 -7.059
H -1.523 -2.886 -0.092
C -3.866 1.364 3.018
B -2.267 -0.161 -0.983
H -4.910 1.723 5.014
O 4.585 -2.742 0.426
C -2.464 4.255 1.340
H -1.587 -0.151 -5.144
C -1.142 0.826 2.387
C -3.882 1.399 4.622
N -2.254 -1.466 2.614
C 3.936 -2.642 -0.620
H 0.578 -1.614 1.846
H 3.030 -1.268 -2.089
F 3.339 -0.917 -6.149
H 1.940 -1.043 5.181
H 4.853 -1.553 -2.319
C 4.818 -3.129 -7.570
H -1.428 3.481 3.198
O 5.604 -1.141 -4.487
C 4.420 -0.129 -6.332
H -4.356 0.373 2.733
H -3.993 6.405 1.304
C -1.400 -0.667 1.718
H 4.723 -4.181 -7.855
O 0.268 -0.491 4.050
H -1.443 0.425 4.634
H 0.890 -1.972 -1.380
C 5.759 -0.663 -5.702
C -2.965 6.862 1.519
H -4.647 2.161 2.740
H -3.579 0.412 5.108
O -3.422 -0.429 -1.836
C 4.027 -1.331 -1.547
H 1.240 0.606 5.644
N -2.860 1.372 0.836
H -0.576 -2.802 3.257
O 6.464 -1.605 -6.560
H -0.898 5.918 1.185
C -1.439 0.403 -4.159
H -2.367 1.879 0.083
C 0.971 -0.442 5.310
H -3.153 2.180 5.044
H -3.050 7.468 2.473
H -2.164 7.063 -0.251
H -0.132 1.631 4.302
F 4.542 0.047 -7.676
H -3.480 -4.134 3.103
H -3.512 4.291 0.887
C -0.593 0.676 3.897
H 6.412 0.223 -5.807
H 4.254 -0.414 -0.914

For the highest occupied orbital energy, the calculation gives -5.45 eV. The frontier orbital gap is 4.21 eV. The lowest unoccupied orbital energy is -1.24 eV.



2.
This record from the Open Molecules 2025 dataset describes a cluster of 2 separate species, C31H51FN2O11PS2 in total. The level of theory is ωB97M-V with the def2-TZVPD basis set.

Cartesian coordinates (Å):
H 3.774 2.474 -1.548
C 5.187 -4.774 -0.193
C 2.891 3.105 -1.499
N 0.520 -2.562 2.869
C 1.564 -1.411 -1.219
C -4.206 0.315 1.626
H 2.126 -3.625 -3.409
H 2.335 -0.061 0.258
C 1.249 -3.025 -3.185
C 6.669 -6.487 -1.004
H 6.128 -7.391 -2.872
H 0.534 -3.843 -5.098
H -4.645 -1.762 1.992
C 6.330 -5.546 -0.041
H 3.211 4.137 -1.640
H -2.931 -2.917 -2.012
H -2.541 2.654 0.608
H -6.063 -0.721 2.008
C 0.768 0.991 -0.839
C -5.010 -0.722 3.830
C -1.916 -3.286 -2.205
H 2.233 -2.114 -0.722
H -2.411 4.098 3.590
C 0.714 2.026 0.300
C -0.557 3.878 -0.953
H 2.160 2.876 -2.271
O -4.657 0.461 4.389
C -0.140 0.608 3.512
H -4.476 0.209 0.576
H 0.279 4.417 1.615
H 0.868 -2.124 -5.079
H 0.430 5.739 0.096
H -1.188 -2.540 -1.866
C 1.682 -1.601 -2.731
H 0.705 1.452 -1.820
H 6.955 -5.412 0.831
H 0.539 -1.645 -0.914
H -1.578 4.027 -1.302
H 1.945 -0.024 3.393
H -3.404 3.348 2.270
H 7.563 -7.085 -0.883
H -4.460 1.298 2.019
C 1.973 0.009 -0.764
C -1.041 -2.605 -4.313
O 0.794 1.406 1.551
O 3.240 2.220 0.940
H -4.421 0.247 5.304
H -1.977 1.745 2.413
C 4.400 -4.967 -1.309
C 0.436 -2.943 -4.492
H -1.182 -1.597 -3.894
O -1.762 -3.581 -3.578
H -4.103 2.689 -1.364
C -5.021 -0.797 2.324
H -1.477 6.696 1.564
H -0.716 -0.196 3.969
H -2.281 4.997 0.678
O 2.197 4.359 0.703
H -3.636 5.040 2.745
H -1.760 -4.198 -1.628
C -0.263 0.603 1.975
H -2.529 -0.950 1.191
C 5.863 -6.661 -2.120
C -2.896 4.250 2.626
C -0.609 3.797 1.534
C -1.700 1.085 1.596
S -1.885 1.709 -2.933
C -2.711 -0.045 1.763
H 1.057 -0.889 -3.279
C -0.566 2.915 0.268
H 1.388 0.357 5.053
C 0.028 5.300 -0.825
O -2.656 -0.282 -1.025
O -5.310 -1.672 4.501
C 4.714 -5.899 -2.277
H -1.494 -2.574 -5.308
H 2.732 -1.504 -3.015
H -0.581 1.531 3.902
O -1.352 5.985 2.199
H -0.092 0.320 -0.768
P -2.553 1.298 -1.173
H -0.587 3.204 2.449
C 0.317 -1.678 2.159
F 3.280 -4.217 -1.461
H 0.020 3.427 -1.756
C -1.825 4.753 1.647
H 4.908 -4.031 0.542
H 0.722 -3.547 -2.386
C 1.321 0.629 4.003
S 2.288 3.006 0.194
O 0.067 5.948 -1.835
H -1.932 -0.696 -1.524
O -0.112 -0.712 1.400
H 1.750 1.623 3.884
H 2.764 0.332 -1.439
H -2.581 -0.365 2.803
H 4.067 -6.024 -3.135
O -4.088 1.764 -1.065
N -1.803 1.990 0.330

For the highest occupied orbital energy, the calculation gives -10.93 eV. The frontier orbital gap is 7.83 eV. The charge is +1. The lowest unoccupied orbital energy is -3.10 eV.



3.
This record from the Open Molecules 2025 dataset describes a cluster of 2 separate species, C27H40BrF9I2N2O6PS in total. The level of theory is ωB97M-V with the def2-TZVPD basis set.

Cartesian coordinates (Å):
C 0.534 2.053 -0.932
H 2.908 2.131 0.902
O -3.218 3.369 -6.956
H 0.012 -6.424 3.629
C -3.628 3.110 -8.269
F -3.656 -1.079 -5.815
H -1.300 0.440 5.589
H 0.129 1.213 -4.823
H -1.903 2.989 -5.510
H -1.458 0.445 2.539
H -1.635 -1.110 0.333
H -2.339 -0.508 4.391
C -2.088 -5.636 4.086
H 4.062 0.329 1.294
H -2.850 1.152 4.834
C 1.234 0.243 3.306
H 1.711 1.898 -5.355
H -5.697 3.749 -8.085
C -3.097 -4.683 3.621
H 0.093 0.642 -2.655
H 0.270 -3.721 5.419
H 0.374 -4.903 1.700
C 3.512 2.438 2.986
H -0.254 -1.422 3.779
H 5.191 -1.953 2.115
F -3.710 0.056 -7.658
F -5.468 2.533 -9.647
I 1.005 3.648 2.011
H 3.196 -1.223 1.500
C 0.081 0.916 0.097
H -0.738 1.313 0.742
C 0.817 -1.280 3.430
F -2.303 0.927 -4.529
O 0.257 1.126 3.744
H 1.952 0.358 4.175
C 0.553 -1.440 1.048
C 2.373 2.003 1.882
C -2.867 -3.780 2.479
O -1.212 -3.072 0.683
H -0.801 2.276 -2.727
F -5.527 1.837 -7.590
N 1.952 0.561 1.996
C -1.589 -3.840 1.788
C -3.036 -0.088 -6.504
H 5.521 3.350 2.974
H -1.520 2.148 -6.973
C -1.105 1.045 3.407
F 1.050 -2.324 0.071
P 1.784 -2.181 4.836
C -5.135 2.860 -8.378
H 1.674 0.441 -4.279
C 1.173 0.006 0.789
C -0.817 -5.726 3.370
H 3.508 1.801 3.899
H -2.237 -6.304 4.965
I 3.159 4.437 3.881
S 2.265 -0.236 -0.766
C 4.628 -1.886 3.095
C -0.599 -4.829 2.252
C 4.949 2.634 2.324
N 3.957 -0.544 3.185
C -1.940 0.510 4.674
C 0.144 1.746 -2.437
H 5.560 1.696 2.285
O 0.982 -2.091 2.267
H -4.047 -4.665 4.207
H 1.556 2.463 -0.799
H -0.433 0.239 -0.651
F -4.257 1.528 -5.258
O 1.178 2.271 -3.319
H 5.314 -1.956 3.977
Br 1.181 -1.097 6.716
H -0.140 2.926 -0.677
H 3.039 0.886 -0.900
C -0.999 -1.677 1.049
C 1.181 1.433 -4.489
F -2.891 2.108 -8.786
H 4.784 3.095 1.317
F -3.315 4.211 -8.984
H -1.509 2.086 3.239
C 3.302 -0.186 1.923
H -2.020 -0.423 -6.732
H -3.645 -3.051 2.161
C -3.015 1.194 -5.670
H -1.504 -1.580 2.052
H 3.886 -2.725 3.099
O 1.131 -3.729 4.955
C -2.357 2.423 -6.327
H 4.741 0.079 3.411

For the highest occupied orbital energy, the calculation gives -10.72 eV. The frontier orbital gap is 7.42 eV. The charge is +1. The lowest unoccupied orbital energy is -3.30 eV.



4.
This record from the Open Molecules 2025 dataset describes a cluster of 2 separate species, C3H2Cl2O2 in total. The level of theory is ωB97M-V with the def2-TZVPD basis set.

Cartesian coordinates (Å):
H -1.217 -2.150 -0.354
Cl -0.092 2.512 1.350
C 0.327 1.213 0.142
O -1.055 -0.302 1.479
C -0.427 0.057 0.572
Cl 2.111 0.875 0.280
O 0.503 -2.042 -1.691
C -0.319 -1.796 -0.885
H 0.170 1.633 -0.892

For the highest occupied orbital energy, the calculation gives -7.97 eV. The energy above the lowest of the compared OMol25 structures with the same formula, charge and spin is 3.910 eV. The frontier orbital gap is 7.84 eV. The lowest unoccupied orbital energy is -0.13 eV.